No. 1
C11H11N | ωB97M-V with the def2-TZVPD basis set

Geometry (Å):
C 1.99 -1.73 0.58
C 1.13 -0.87 1.10
C 0.01 -1.42 1.80
C -0.20 -2.76 1.89
C 0.81 -3.67 1.37
C 1.98 -3.15 0.80
C -2.18 2.67 -1.38
C -1.98 1.45 -0.95
C -0.69 1.08 -0.79
C 0.27 1.87 -1.32
C 0.03 3.15 -1.59
H 2.65 -1.32 -0.26
H 1.29 0.33 1.06
H -0.68 -0.78 2.36
H -0.94 -3.18 2.54
H 0.90 -4.75 1.63
H 2.83 -3.75 0.43
H -3.20 2.90 -1.37
H -2.80 0.75 -0.47
H -0.66 0.11 -0.17
H 1.27 1.37 -1.62
H 0.84 3.98 -1.69
N -1.21 3.51 -1.64

SMILES   c1ccccc1.c1ccncc1
LUMO   0.030 hartree
Kohn-Sham gap   0.373 Ha
Spin multiplicity   1
E_tot   -480.40360 Eh
Energy relative to the best compared isomer or geometry (same formula, charge and spin)   331.0 kJ/mol
Highest occupied orbital energy   -9.31 eV

***

No. 2
C11H11N2S2SiTl | ωB97M-V with the def2-TZVPD basis set

Geometry (Å):
Tl 0.25 0.02 -1.59
S -1.59 -1.67 -0.22
C -2.93 -0.72 -0.78
C -4.08 -1.38 -1.24
C -5.22 -0.71 -1.68
C -6.36 -1.46 -2.12
N -7.27 -2.08 -2.48
C -5.23 0.69 -1.67
C -4.10 1.36 -1.23
C -2.94 0.72 -0.77
S -1.61 1.68 -0.20
C -6.38 1.43 -2.11
N -7.29 2.04 -2.47
H -4.08 -2.46 -1.25
H -4.11 2.45 -1.23
C 3.27 -0.09 1.86
Si 2.55 0.00 0.08
C 3.55 -1.44 -0.74
C 3.55 1.51 -0.58
H 4.37 -0.10 1.84
H 2.93 -1.00 2.38
H 2.94 0.76 2.47
H 4.64 -1.33 -0.58
H 3.37 -1.49 -1.82
H 3.25 -2.41 -0.31
H 4.64 1.38 -0.44
H 3.25 2.43 -0.07
H 3.37 1.67 -1.65

LUMO   0.181 hartree
Kohn-Sham gap   0.188 Ha
Spin multiplicity   1
E_tot   -1793.69169 Eh
Energy relative to the best compared isomer or geometry (same formula, charge and spin)   17.8 kJ/mol
Net charge   -2
Highest occupied orbital energy   -0.20 eV

***

No. 3
C11H11N3 | ωB97M-V with the def2-TZVPD basis set

Geometry (Å):
C 1.40 -0.90 0.77
C 0.73 -0.84 -2.98
C 0.52 0.49 -2.51
C 0.28 -1.90 -2.27
C -0.28 0.73 -1.44
C -0.24 -1.67 -0.89
C -0.90 -0.31 -0.71
C 2.14 -0.42 1.77
C 0.47 0.92 2.78
C -0.22 1.48 1.48
C -1.83 -0.04 0.28
N 0.98 -1.70 -0.04
N 1.82 0.36 2.71
N -1.56 0.99 1.15
H 1.18 -0.99 -3.95
H 0.92 1.31 -3.09
H 0.34 -2.91 -2.63
H -0.60 1.75 -1.23
H -0.86 -2.50 -0.53
H 0.53 1.73 3.52
H -0.16 0.13 3.20
H -0.27 2.57 1.56
H 0.45 1.24 0.64
H -2.58 -0.75 0.59
H -2.27 1.24 1.83

SMILES   C1=C=N[C@@H]2C=CC=C/C2=C\NCCN=1
LUMO   -0.006 hartree
Kohn-Sham gap   0.264 Ha
Spin multiplicity   1
E_tot   -589.82327 Eh
Energy relative to the best compared isomer or geometry (same formula, charge and spin)   593.9 kJ/mol
Highest occupied orbital energy   -7.35 eV

***

No. 4
C11H11N3 | ωB97M-V with the def2-TZVPD basis set

Geometry (Å):
C -1.87 1.21 -0.49
C 2.96 1.40 -0.39
C 2.94 0.05 -0.23
C 1.84 2.18 0.00
C 1.94 -0.63 0.41
C 0.81 1.46 0.67
C 0.85 0.05 0.91
C -1.79 -2.19 -0.69
C -1.57 -2.26 0.62
C -1.52 -0.95 -1.41
C -1.21 -1.14 1.64
N -2.43 2.24 -0.31
N -1.57 0.06 -0.42
N -0.15 -0.48 1.69
H 3.72 1.81 -0.97
H 3.77 -0.60 -0.45
H 1.86 3.27 -0.09
H 2.25 -1.68 0.34
H -0.16 2.04 0.92
H -1.95 -3.11 -1.22
H -1.75 -3.22 1.08
H -0.60 -0.87 -2.03
H -2.32 -0.63 -2.05
H -2.12 3.07 -0.04
H -1.92 -1.08 2.52

SMILES   N=C=NC/C=C\C=N/c1ccccc1
LUMO   0.027 hartree
Kohn-Sham gap   0.317 Ha
Spin multiplicity   1
E_tot   -589.87323 Eh
Energy relative to the best compared isomer or geometry (same formula, charge and spin)   462.8 kJ/mol
Highest occupied orbital energy   -7.90 eV

***

No. 5
C11H11N3O | ωB97M-V with the def2-TZVPD basis set

Geometry (Å):
C 1.15 1.92 -3.23
C 0.15 2.62 -2.60
C 1.76 0.80 -2.67
C -0.23 2.19 -1.31
C 1.39 0.39 -1.43
C -0.88 -3.02 0.12
C -0.91 -2.92 1.51
C 0.28 1.02 -0.83
C -0.49 -0.95 0.59
C -0.69 -1.11 3.19
C -0.32 0.62 0.56
N -0.58 -1.74 -0.41
N 0.75 0.93 1.45
N -0.64 -1.60 1.76
O 0.61 1.88 2.20
H 1.33 2.35 -4.26
H -0.35 3.58 -3.02
H 2.49 0.18 -3.18
H -1.19 2.55 -0.88
H 1.88 -0.32 -0.91
H -0.98 -4.02 -0.36
H -1.26 -3.57 2.34
H -0.52 -2.04 3.84
H 0.06 -0.31 3.42
H -1.51 -0.48 3.42
H -1.30 1.07 0.70

SMILES   Cn1ccnc1[C@@H](N=O)c1ccccc1
LUMO   -0.011 hartree
Kohn-Sham gap   0.317 Ha
Spin multiplicity   1
E_tot   -665.13420 Eh
Energy relative to the best compared isomer or geometry (same formula, charge and spin)   312.1 kJ/mol
Highest occupied orbital energy   -8.91 eV

***

No. 6
C11H11N3O5Tb | ωB97M-V with the def2-TZVPD basis set

Geometry (Å):
Tb 0.60 -0.15 -1.29
O 0.35 -3.82 -1.67
C 0.29 -2.67 -1.76
C 1.44 1.98 -0.45
O 1.73 2.93 0.15
C -0.85 1.21 -3.01
O -1.36 2.05 -3.60
C 2.39 -0.87 0.27
O 3.06 -1.15 1.18
C 3.31 -0.45 -3.80
H 3.79 -1.32 -3.36
H 2.55 -0.64 -4.55
C 3.68 0.78 -3.43
H 3.24 1.68 -3.86
H 4.46 0.94 -2.69
C -4.01 -0.82 1.02
N -2.65 -0.37 1.42
C -2.54 -0.04 2.74
C -1.38 0.40 3.30
C -0.25 0.48 2.45
N -0.37 0.15 1.13
C -1.56 -0.26 0.63
O -1.59 -0.55 -0.64
N 0.93 0.85 2.96
H -4.53 -0.73 1.97
H -4.07 -1.87 0.70
H -4.52 -0.15 0.31
H -3.52 -0.19 3.22
H -1.41 0.63 4.35
H 1.04 1.10 3.92
H 1.74 0.87 2.37

LUMO (alpha / beta)   -0.482 / -0.472 hartree
Kohn-Sham gap (alpha / beta)   0.236 / 0.245 Ha
Spin multiplicity   7
E_tot   -1789.64561 Eh
Energy relative to the best compared isomer or geometry (same formula, charge and spin)   0.0 kJ/mol
Net charge   +3
Highest occupied orbital energy (alpha / beta)   -19.53 / -19.54 eV